No. 1
{
  "formula": "C7H7NOS2",
  "method": "ωB97M-V with the def2-TZVPD basis set",
  "species": ["S", "S", "O", "N", "C", "C", "C", "C", "C", "C", "C", "H", "H", "H", "H", "H", "H", "H"],
  "xyz": [[-1.03585, 1.48769, 1.53195], [1.27436, 1.61664, -0.52244], [-1.03929, 1.80595, 2.98100], [0.55006, 2.70837, 0.45463], [-0.04349, -0.09332, 1.21071], [-0.37445, -1.32494, 1.75151], [-0.22883, 3.73918, -0.07925], [1.41433, -2.25057, 0.43517], [1.74842, -1.03402, -0.07608], [1.02204, 0.09120, 0.36699], [0.38097, -2.43887, 1.38007], [2.07939, -3.12433, 0.23740], [-1.16026, -1.46344, 2.44882], [0.34225, 4.34653, -0.91429], [-1.17737, 3.35042, -0.61809], [-0.57062, 4.24969, 0.80889], [0.36033, -3.52905, 1.70699], [2.55273, -0.99364, -0.86800]],
  "e_tot_ev": -32576.8038,
  "orbital_gap_ev": [6.579, 6.810],
  "e_lumo_ha": [-0.03471, -0.03121]
}

No. 2
{
  "formula": "C7H7O5P2",
  "method": "ωB97M-V with the def2-TZVPD basis set",
  "species": ["P", "P", "O", "O", "O", "O", "O", "C", "C", "C", "C", "C", "C", "C", "H", "H", "H", "H", "H", "H", "H"],
  "xyz": [[1.01471, -1.71625, 0.74901], [2.18285, -0.83947, -1.99660], [0.77663, -1.25301, 2.12009], [2.06657, -2.04994, -2.83530], [3.25163, 0.10868, -2.17813], [0.47956, -3.06630, 0.40982], [2.18771, -1.31784, -0.14559], [-1.28730, -0.30237, -0.02679], [0.84027, 1.26829, -0.71104], [0.68633, 0.06631, -1.37724], [-2.27721, 1.31228, 1.57960], [-0.10517, 1.72400, 0.26148], [-1.20690, 0.93141, 0.57328], [-0.36003, -0.77930, -0.96192], [-0.40439, -1.69413, -1.33184], [-1.89053, -1.15627, 0.21788], [-0.08494, 2.59921, 0.88609], [-2.46698, 0.38632, 2.19786], [-1.97193, 2.22411, 2.19675], [1.74453, 1.88182, -0.73201], [-3.17538, 1.67244, 1.10460]],
  "e_tot_ev": -36192.5647,
  "orbital_gap_ev": 9.303,
  "total_charge": -1,
  "e_lumo_ha": 0.11132
}

No. 3
{
  "formula": "C7H7O6P",
  "method": "ωB97M-V with the def2-TZVPD basis set",
  "species": ["P", "O", "O", "O", "O", "O", "O", "C", "C", "C", "C", "C", "C", "C", "H", "H", "H", "H", "H", "H", "H"],
  "xyz": [[1.02324, -1.52038, -1.01229], [3.52192, 0.77044, -0.74471], [1.84013, -1.36433, -2.39193], [2.04505, -2.46782, -0.14450], [0.57278, 2.69551, 1.93303], [-1.88993, -0.23181, -1.06055], [2.23245, 2.12780, 0.50618], [-3.11160, 0.01462, -0.22503], [0.37768, 0.70212, 0.61073], [2.47701, 0.97260, -0.24537], [1.03345, 1.96502, 1.11334], [1.27224, 0.10678, -0.18909], [-1.82232, -0.53171, 0.27843], [-0.98786, 0.43724, 1.13106], [-1.00117, 0.08510, 2.16012], [1.65313, -2.53695, 0.73627], [1.20075, -1.37292, -3.11335], [-1.83394, -1.58366, 0.56726], [-1.56162, 1.35676, 1.05800], [-3.22301, 1.07986, -0.35637], [-3.81838, -0.70427, -0.61123]],
  "e_tot_ev": -28945.3213,
  "orbital_gap_ev": 8.279,
  "e_lumo_ha": -0.03025,
  "smiles": "O=C1OC(=O)C(P(O)O)=C1C[C@H]1CO1"
}

No. 4
{
  "formula": "C7H8",
  "method": "ωB97M-V with the def2-TZVPD basis set",
  "species": ["C", "C", "C", "C", "C", "C", "C", "H", "H", "H", "H", "H", "H", "H", "H"],
  "xyz": [[-1.32877, -1.53006, -0.19979], [-0.03393, -1.81709, -0.13760], [1.37856, 1.77544, 0.03084], [0.90843, -0.74312, 0.01248], [0.49130, 0.55894, -0.12716], [-0.89417, 0.72823, 0.16173], [-1.84259, -0.32611, 0.07814], [-1.07839, 1.74498, 0.38889], [-1.99728, -2.15279, -0.67534], [-2.91485, -0.31569, 0.27237], [1.90197, -1.11319, -0.02292], [2.36441, 1.76103, -0.52038], [1.99986, 1.68646, 1.06052], [0.37823, -2.83040, -0.42657], [0.66722, 2.57335, 0.10477]],
  "e_tot_ev": -7386.8775,
  "orbital_gap_ev": 9.978,
  "e_lumo_ha": 0.03589,
  "smiles": "Cc1ccccc1"
}

No. 5
{
  "formula": "C7H8",
  "method": "ωB97M-V with the def2-TZVPD basis set",
  "species": ["C", "C", "C", "C", "C", "C", "C", "H", "H", "H", "H", "H", "H", "H", "H"],
  "xyz": [[0.87536, -0.79038, 0.20949], [0.33948, 1.63252, -0.55472], [0.56680, -1.24898, 1.57974], [-0.54921, -1.38962, 2.33634], [0.52762, -1.02247, -1.22647], [1.84453, -1.24034, 1.12867], [-0.10388, 0.15517, -0.43587], [-0.54516, -1.12282, 3.28623], [-1.42885, -1.62470, 1.85920], [1.27615, -0.97401, -1.90203], [1.45657, 1.47510, -0.64655], [-0.16168, -1.82665, -1.33488], [0.07420, 2.13533, 0.43190], [0.00189, 2.38135, -1.37247], [-1.20186, -0.05630, -0.13237]],
  "e_tot_ev": -7381.3005,
  "orbital_gap_ev": 8.155,
  "e_lumo_ha": -0.01643
}

No. 6
{
  "formula": "C7H8",
  "method": "ωB97M-V with the def2-TZVPD basis set",
  "species": ["C", "C", "C", "C", "C", "C", "C", "H", "H", "H", "H", "H", "H", "H", "H"],
  "xyz": [[-0.13155, 0.01781, 2.30967], [-1.04939, 1.27943, 0.26586], [-1.45538, 2.06857, -0.68327], [0.93511, -1.30833, -1.16596], [-0.45356, 0.91787, -1.39949], [0.16925, -0.17832, -0.46248], [-0.21157, 0.23805, 0.84302], [0.02851, 1.09034, 2.67800], [-1.24209, 0.27927, -1.91959], [1.09152, -2.05597, -0.47142], [0.25221, 1.34314, -2.00761], [-1.03619, -0.35299, 2.89423], [0.43272, -1.62813, -2.03389], [2.03231, -1.03389, -1.49389], [0.63810, -0.67685, 2.64681]],
  "e_tot_ev": -7382.4153,
  "orbital_gap_ev": 9.209,
  "e_lumo_ha": 0.02685
}

No. 7
{
  "formula": "C7H8",
  "method": "ωB97M-V with the def2-TZVPD basis set",
  "species": ["C", "C", "C", "C", "C", "C", "C", "H", "H", "H", "H", "H", "H", "H", "H"],
  "xyz": [[-2.83160, 0.39516, 1.00088], [-1.68743, 0.14631, 0.71918], [2.96691, 0.93716, -0.30316], [0.30861, 0.92891, -0.53260], [1.77195, 0.93900, -0.45365], [-0.29037, -0.16254, 0.38847], [-0.17230, -1.55620, -0.23898], [0.87495, -1.78820, -0.45821], [-0.02072, 0.75724, -1.56512], [-3.84499, 0.61243, 1.25639], [-0.07275, 1.91250, -0.23758], [-0.74461, -1.60028, -1.17234], [-0.56799, -2.31917, 0.43752], [4.02541, 0.94630, -0.16381], [0.28492, -0.14864, 1.32301]],
  "e_tot_ev": -7385.0515,
  "orbital_gap_ev": 10.980,
  "e_lumo_ha": 0.03802,
  "smiles": "C#CC[C@H](C)C#C"
}

No. 8
{
  "formula": "C7H8ClF3N2",
  "method": "ωB97M-V with the def2-TZVPD basis set",
  "species": ["Cl", "F", "F", "F", "N", "N", "C", "C", "C", "C", "C", "C", "C", "H", "H", "H", "H", "H", "H", "H", "H"],
  "xyz": [[-3.06683, 0.18708, -2.55827], [0.39438, -1.73576, 2.70696], [2.39973, -2.20708, 2.14308], [1.86198, -0.24451, 3.15060], [1.60955, -0.41860, -1.62854], [0.09676, -0.06128, 0.57908], [1.19727, -0.69239, 0.78230], [-1.97960, 1.05026, 1.13245], [1.50809, -1.17783, 2.21921], [2.12659, -1.06136, -0.40821], [-2.64670, 1.00848, -0.09561], [-2.17129, 0.27250, -1.12009], [-0.74351, 0.54324, 1.45675], [-1.11078, -0.25847, -1.15843], [3.12308, -0.88082, -0.04925], [2.07828, -2.22081, -0.35514], [-0.55344, 0.70130, 2.47194], [1.36483, 0.51368, -1.39837], [-3.51924, 1.54832, -0.21235], [1.02999, -0.85779, -2.29073], [-2.38785, 1.56348, 2.06915]],
  "e_tot_ev": -31039.3441,
  "s_squared": 2.02,
  "orbital_gap_ev": [7.140, 7.014],
  "spin_multiplicity": 3,
  "e_lumo_ha": [0.02996, -0.09053]
}